1.
A molecular structure, F2O3S at a distorted geometry. Source: the Open Molecules 2025 dataset; level of theory: ωB97M-V/def2-TZVPD.

Geometry as XYZ:
```
6
Properties=species:S:1:pos:R:3:forces:R:3:mulliken_spin:R:1
S -0.023329 -0.262863 -0.644710 0.5 1.2 -2.6 0.47
F -1.613388 -0.170937 -0.613147 -0.1 -0.4 -0.1 0.07
F 0.295419 1.213423 2.134477 0.7 -2.9 -1.2 0.11
O 0.375926 0.889925 -1.448548 -0.3 -1.4 0.8 0.19
O 0.564659 -0.066278 1.515722 -0.2 3.3 3.2 0.99
O 0.400714 -1.603270 -0.943794 -0.5 0.3 -0.2 0.17
```
Forces are in eV/Å.

For the LUMO energy (alpha / beta), the calculation gives -1.67 / -4.47 eV. As for the multiplicity: 3. The calculation puts the frontier orbital gap (alpha / beta) at 0.311 / 0.295 Ha. The expectation value of S² is 2.0136.

2.
A molecular structure, F3HN2 at a distorted geometry. Source: the Open Molecules 2025 dataset; level of theory: ωB97M-V/def2-TZVPD.

Geometry as XYZ:
```
6
Properties=species:S:1:pos:R:3:forces:R:3:lowdin_charge:R:1
F 1.361931 -1.233134 -0.363855 -0.9 0.4 0.3 0.00
F -1.382712 0.580013 -1.051757 1.2 -1.3 1.1 -0.24
F -1.323744 0.403668 1.137512 1.9 -0.6 -0.1 -0.02
N -0.616979 -0.343979 0.171082 -2.0 1.5 -2.1 0.02
N 0.619018 -0.131691 0.055461 2.6 2.2 0.8 -0.03
H 1.342487 0.725122 0.051559 -2.8 -2.1 0.0 0.26
```
Forces are in eV/Å.

For the LUMO energy (alpha / beta), the calculation gives -0.54 / -0.54 eV. As for the multiplicity: 1. The calculation puts the frontier orbital gap (alpha / beta) at 0.408 / 0.408 Ha. For the energy above the lowest of the compared OMol25 structures with the same formula, charge and spin, the calculation gives 306.1 kJ/mol.

3.
F3HNP in the gas phase at a distorted geometry. Source: the Open Molecules 2025 dataset; level of theory: ωB97M-V/def2-TZVPD.

Geometry as XYZ:
```
6
Properties=species:S:1:pos:R:3:forces:R:3:lowdin_charge:R:1
P 0.010390 0.028072 -0.291905 4.2 4.1 2.9 0.70
F 1.711291 0.026251 -0.488113 -4.3 -0.1 0.0 -0.21
F 0.092231 1.731008 0.562179 -0.5 -4.5 -2.5 -0.32
F -0.513897 0.360452 -1.682089 0.5 -0.1 0.2 -0.06
N -0.665089 -1.109198 0.444268 0.1 0.8 -0.5 -0.13
H -0.634926 -1.036585 1.455661 0.1 -0.3 0.0 0.02
```
Forces are in eV/Å.

As for the structure (SMILES): N=P(F)(F)F. For the LUMO energy, the calculation gives -0.28 eV. As for the multiplicity: 1. The calculation puts the frontier orbital gap at 0.426 Ha. For the energy above the lowest of the compared OMol25 structures with the same formula, charge and spin, the calculation gives 125.0 kJ/mol.

4.
2 unconnected molecules or ions with the total composition F3ISi at a distorted geometry. Source: the Open Molecules 2025 dataset; level of theory: ωB97M-V/def2-TZVPD.

Geometry as XYZ:
```
5
Properties=species:S:1:pos:R:3:forces:R:3:lowdin_charge:R:1
I -2.462789 0.033316 0.073733 1.2 0.0 0.1 0.62
Si -0.060542 0.300751 0.082728 2.2 -0.3 -0.3 0.27
F 1.249431 -2.311878 -0.506837 -1.3 2.4 0.5 -0.59
F 0.524337 1.268676 -1.067125 -0.8 -1.3 1.1 -0.16
F 0.749565 0.709135 1.417501 -1.3 -0.8 -1.5 -0.15
```
Forces are in eV/Å.

For the LUMO energy (alpha / beta), the calculation gives -3.13 / -3.13 eV. As for the multiplicity: 1. The calculation puts the frontier orbital gap (alpha / beta) at 0.268 / 0.268 Ha. For the energy above the lowest of the compared OMol25 structures with the same formula, charge and spin, the calculation gives 307.1 kJ/mol.

Electronic energy for every record listed, in sequence, given in eV: -22404.654 -11141.199 -18948.879 -24131.513.